84
Properties=species:S:1:pos:R:3 method="wB97M-V/def2-TZVPD" orbital_gap_ev=5.91 mol_weight_da=750.250 largest_force_ev_per_a=4.8 relative_energy_kj_mol=71.4 energy_ha=-2517.01733
P -1.5921 -2.3832 -3.1055
P -1.6374 -4.0644 0.2779
C -1.3882 -4.0941 -2.3949
C -2.4259 -4.3196 -1.3220
H -0.3510 -4.1564 -2.0068
H -1.5070 -4.8082 -3.2299
H -3.2734 -3.6042 -1.3192
H -2.8189 -5.3440 -1.3726
C -0.5498 -5.5330 0.4589
H -0.4622 -5.9008 1.4820
H 0.4555 -5.2911 0.1184
H -0.9539 -6.3550 -0.1352
C -3.1030 -5.1320 0.9804
H -2.9911 -6.1688 0.6171
H -4.0606 -4.7514 0.5989
H -3.1781 -5.1544 2.0753
C -1.3368 -2.8907 -4.8501
H -1.8978 -2.2350 -5.5362
H -1.7083 -3.9322 -4.9395
H -0.2463 -2.8656 -5.0509
C -3.2789 -1.6414 -2.8859
H -3.5750 -1.6090 -1.8177
H -4.0458 -2.1923 -3.4675
H -3.2446 -0.5902 -3.2428
Hg -0.0313 -1.3867 -1.8592
C -2.0852 -3.5266 3.6690
C -1.2679 -3.1915 2.6602
C -1.1778 -1.7942 2.0436
C -2.5119 -0.9447 1.9695
C -3.7706 -1.6162 1.4582
C -4.6137 -2.4705 2.0570
C -4.5941 -2.8634 3.5114
C -3.2592 -2.7615 4.2307
C 0.3538 0.2782 -3.2918
H -1.8357 -4.4716 4.1962
H -0.3757 -3.8485 2.4420
H -0.8027 -1.7492 1.0054
H -0.4438 -1.2072 2.6398
H -2.7073 -0.5032 2.9567
H -2.4213 -0.0776 1.2748
H -3.9338 -1.3967 0.3493
H -5.4959 -2.8130 1.5178
H -5.0495 -3.8566 3.6516
H -5.2922 -2.2005 4.0496
H -3.0201 -1.6968 4.2279
H -3.3589 -3.0824 5.2807
H 0.9405 0.9784 -2.6650
H -0.7336 0.4686 -3.3572
H 0.8078 -0.2018 -4.1808
N 0.7625 -0.0717 -0.2792
P 1.6646 1.0968 0.2428
C 1.1286 1.9403 1.7902
C 1.7473 3.0435 2.4002
C 1.3617 3.4396 3.7013
C 0.3356 2.7357 4.3665
C -0.3293 1.6902 3.7155
C 0.0315 1.3453 2.4116
C 3.3215 0.5876 0.8255
C 4.3326 1.4468 1.2563
C 5.4677 0.9385 1.8858
C 5.6175 -0.4419 2.0465
C 4.6438 -1.3124 1.5622
C 3.4860 -0.8079 0.9538
C 2.0906 2.5961 -0.6913
C 3.2545 2.6611 -1.4591
C 3.6370 3.8483 -2.0719
C 2.8461 4.9898 -1.9413
C 1.6362 4.9272 -1.2439
C 1.2419 3.7233 -0.6382
H 2.5177 3.6170 1.8921
H 1.8522 4.2753 4.1800
H 0.0606 3.0245 5.3794
H -1.1328 1.1443 4.2196
H -0.5197 0.5959 1.8475
H 4.2528 2.5386 1.1129
H 6.2470 1.6257 2.2528
H 6.5110 -0.8389 2.5510
H 4.7669 -2.3936 1.6514
H 2.7073 -1.4619 0.5902
H 3.8984 1.7690 -1.5485
H 4.5637 3.8855 -2.6629
H 3.1477 5.9326 -2.4153
H 0.9894 5.7986 -1.1680
H 0.3065 3.6744 -0.0950

88
Properties=species:S:1:pos:R:3 method="wB97M-V/def2-TZVPD" orbital_gap_ev="6.81 / 6.29" mol_weight_da=722.127 largest_force_ev_per_a=1.8 multiplicity=2 relative_energy_kj_mol=108.7 energy_ha=-2994.86496
Ru 0.0393 0.3027 0.8987
C -2.7514 0.9815 3.0723
Si -3.1584 0.2086 1.3928
C -3.2672 -1.6770 1.5109
C -4.9817 0.6895 1.2270
C -2.0462 0.7795 -0.0048
C -1.7073 -0.2709 -0.9633
C -2.1209 -0.3352 -2.3086
C -1.7595 -1.4158 -3.0771
C -0.9629 -2.4312 -2.5271
C -0.5585 -2.2953 -1.2210
N -0.9242 -1.2562 -0.4639
Si -2.3043 2.5363 -0.5718
C -1.9006 3.7491 0.8130
C -4.0721 2.9607 -1.1028
C -1.3058 2.9355 -2.1280
H -3.3054 0.4446 3.8486
H -3.1052 2.0158 3.0843
H -1.6956 0.9984 3.3416
H -3.7090 -1.9456 2.4743
H -2.3406 -2.2301 1.3823
H -3.9564 -2.0199 0.7333
H -5.5565 0.1492 1.9837
H -5.3948 0.4359 0.2480
H -5.1463 1.7536 1.3934
H -2.7527 0.4450 -2.7078
H -2.0990 -1.4889 -4.1028
H -0.6676 -3.2948 -3.1053
H 0.0843 -3.0273 -0.7463
H -2.8106 3.9909 1.3679
H -1.5129 4.6824 0.3991
H -1.1689 3.3608 1.5229
H -4.7518 3.0682 -0.2591
H -4.4955 2.2091 -1.7736
H -4.0642 3.9137 -1.6392
H -0.2677 2.6098 -2.0784
H -1.3158 4.0199 -2.2702
H -1.7616 2.4943 -3.0157
S 2.0031 -0.8095 0.3818
C 3.1388 0.4365 0.0229
N 4.4631 0.1340 -0.1575
C 5.4173 1.2211 -0.0995
C 4.9101 2.3656 -0.9428
N 3.5793 2.7360 -0.5100
C 3.2648 4.1565 -0.5566
C 3.9639 4.9171 0.5449
C 4.8935 5.9063 0.2556
C 5.5470 6.5834 1.2784
C 5.2740 6.2693 2.5997
C 4.3451 5.2788 2.8968
C 3.6941 4.6075 1.8758
C 2.7040 1.7777 -0.0821
S 1.0728 2.2368 0.2621
C 4.9929 -1.2106 0.0079
C 5.7516 -1.3611 1.3073
C 7.1401 -1.3710 1.3311
C 7.8275 -1.4549 2.5350
C 7.1261 -1.5255 3.7282
C 5.7367 -1.5171 3.7134
C 5.0528 -1.4364 2.5111
H 6.3750 0.8635 -0.4795
H 5.5715 1.5576 0.9339
H 4.9093 2.0879 -2.0038
H 5.5613 3.2316 -0.8130
H 2.1861 4.2773 -0.4925
H 3.5782 4.5461 -1.5299
H 5.1073 6.1529 -0.7786
H 6.2697 7.3529 1.0403
H 5.7818 6.7936 3.3987
H 4.1261 5.0333 3.9280
H 2.9660 3.8375 2.1011
H 5.6387 -1.4447 -0.8435
H 4.1580 -1.9069 -0.0144
H 7.6906 -1.3227 0.3977
H 8.9098 -1.4647 2.5392
H 7.6584 -1.5897 4.6683
H 5.1842 -1.5774 4.6422
H 3.9687 -1.4263 2.4985
C -0.2873 -1.6315 3.1872
O 0.6293 -0.5896 3.5092
C 0.8008 0.3828 2.5950
C 1.8104 1.3352 3.1735
H 0.0484 -2.1797 2.3025
H -1.2807 -1.2237 3.0171
H -0.3051 -2.2972 4.0468
H 1.9656 1.1379 4.2335
H 1.4889 2.3626 3.0181
H 2.7625 1.2063 2.6476

84
Properties=species:S:1:pos:R:3 method="wB97M-V/def2-TZVPD" orbital_gap_ev="5.98 / 5.75" mol_weight_da=656.080 largest_force_ev_per_a=4.3 multiplicity=3 relative_energy_kj_mol=485.8 energy_ha=-2491.30968
P -2.3366 -3.0947 -3.2965
P -2.4694 -5.0551 -0.3902
C -2.8304 -4.8655 -3.1591
C -3.5362 -5.2217 -1.8648
H -1.9195 -5.4672 -3.2851
H -3.4888 -5.0561 -4.0120
H -4.4210 -4.5879 -1.7012
H -3.8607 -6.2651 -1.8752
C -1.4615 -6.5263 -0.0681
H -0.8047 -6.3510 0.7938
H -0.8329 -6.8296 -0.9180
H -2.1285 -7.3591 0.1823
C -3.8319 -4.9865 0.7940
H -4.1143 -6.0244 0.9855
H -4.6939 -4.4580 0.3576
H -3.5296 -4.5005 1.7249
C -1.4288 -3.2689 -4.8580
H -0.9771 -2.3122 -5.1550
H -2.1661 -3.5947 -5.6108
H -0.6401 -4.0403 -4.7686
C -3.7602 -2.0733 -3.7220
H -4.5342 -2.1047 -2.9429
H -4.1564 -2.4360 -4.6767
H -3.4115 -1.0359 -3.8366
Pd -0.0718 0.1006 -0.8860
C -1.4286 -2.4217 1.6806
C -0.2471 -2.4888 1.0067
C 0.1908 -3.3630 -0.1212
C 0.0149 -2.9480 -1.6184
C -0.8495 -1.7510 -1.9536
C -2.1588 -1.4539 -1.4282
C -2.7847 -2.2665 -0.3999
C -2.6607 -1.7817 1.0695
C 0.0994 1.7027 -1.9196
H -1.4793 -2.6230 2.7577
H 0.5404 -1.7386 1.2380
H -0.2266 -4.3789 0.0183
H 1.2853 -3.4771 -0.0181
H 1.0094 -2.7641 -2.0683
H -0.3010 -3.8666 -2.1593
H -0.5850 -1.3026 -2.9267
H -2.6746 -0.5638 -1.8169
H -2.2581 -3.2890 -0.3867
H -3.8503 -2.4445 -0.6058
H -2.6501 -0.6737 1.1060
H -3.5713 -2.0905 1.6250
H -0.5448 2.4389 -1.4270
H -0.2659 1.3571 -2.8953
H 1.1745 1.8808 -1.8630
N 0.1588 0.2631 1.0699
P 0.9904 1.4602 1.7541
C 2.5605 1.6472 0.8557
C 3.3165 2.8256 0.9786
C 4.5799 2.8817 0.3864
C 5.0888 1.7879 -0.3174
C 4.3087 0.6458 -0.4822
C 3.0494 0.5694 0.1151
C -0.1254 2.8900 1.7464
C 0.2382 4.1310 2.3115
C -0.6568 5.2028 2.2566
C -1.9331 5.0430 1.6973
C -2.3003 3.8046 1.1681
C -1.4117 2.7260 1.2129
C 1.4970 1.2016 3.4854
C 0.8236 1.8021 4.5666
C 1.2399 1.5512 5.8765
C 2.3023 0.6777 6.1331
C 2.9854 0.0916 5.0592
C 2.5920 0.3633 3.7459
H 2.9224 3.6779 1.5352
H 5.1814 3.7803 0.4829
H 6.0858 1.8214 -0.7509
H 4.6594 -0.1996 -1.0608
H 2.4227 -0.3218 -0.0114
H 1.2101 4.2595 2.8007
H -0.3704 6.1754 2.6568
H -2.6433 5.8721 1.6747
H -3.2783 3.6480 0.7136
H -1.6924 1.7482 0.8060
H -0.0108 2.4785 4.3894
H 0.7468 2.0479 6.7128
H 2.5859 0.4362 7.1592
H 3.8352 -0.5602 5.2465
H 3.1517 -0.0699 2.9163